--- P ---
Molecular formula: CH11NO3
Method: DFT, ωB97M-V/def2-TZVPD

The geometry in ORCA input format:
```
! wB97M-V def2-TZVPD RIJCOSX def2/J DEFGRID3
* xyz 0 1
O 0.682 1.851 2.497
O 0.374 -0.726 -2.928
O 1.571 -1.441 0.347
N -0.642 0.850 -0.325
C -1.469 -0.267 0.052
H 0.591 1.882 1.523
H 0.813 -1.486 -2.516
H -1.081 1.690 -0.648
H 0.112 -0.180 -2.161
H 1.915 -0.529 0.290
H -1.155 -0.813 0.941
H 0.288 0.706 -0.647
H -2.489 0.070 0.238
H 1.610 -1.523 1.295
H 0.402 0.949 2.776
H -1.520 -1.034 -0.734
*
```

Calculated values
structure (SMILES): CN.O.O.O
HOMO energy: -9.612 eV
frontier orbital gap: 0.3649 Eh
LUMO level: 0.318 eV

Computed natural (NBO) charges, given in elementary charges:
1 O -0.954
2 O -0.942
3 O -0.930
4 N -0.891
5 C -0.408
6 H 0.482
7 H 0.472
8 H 0.387
9 H 0.462
10 H 0.463
11 H 0.183
12 H 0.355
13 H 0.203
14 H 0.469
15 H 0.466
16 H 0.183

---

--- Q ---
Molecular formula: CH11NO3
Method: DFT, ωB97M-V/def2-TZVPD

The geometry in ORCA input format:
```
! wB97M-V def2-TZVPD RIJCOSX def2/J DEFGRID3
* xyz 0 1
O 1.665 1.048 0.126
O -0.285 1.446 2.182
O -0.842 -1.350 3.032
N -0.306 -0.636 -1.266
C -0.288 -0.683 -2.734
H 2.533 0.812 0.437
H 0.305 1.412 1.408
H -1.257 -0.638 -3.229
H 1.403 0.285 -0.427
H 0.368 0.100 -3.118
H -1.194 -0.592 2.570
H -0.489 0.300 -0.938
H -0.255 -1.064 3.729
H -0.480 2.382 2.259
H 0.206 -1.603 -3.052
H -1.084 -1.218 -0.979
*
```

Calculated values
structure (SMILES): CN.O.O.O
HOMO energy: -9.997 eV
frontier orbital gap: 0.3935 Eh
LUMO level: 0.710 eV

Computed natural (NBO) charges, given in elementary charges:
1 O -0.977
2 O -0.980
3 O -0.962
4 N -0.852
5 C -0.419
6 H 0.479
7 H 0.499
8 H 0.176
9 H 0.499
10 H 0.193
11 H 0.488
12 H 0.357
13 H 0.472
14 H 0.466
15 H 0.191
16 H 0.367

---

Which structure loses on stability? P does.

---

--- P ---
Molecular formula: C4H10ClNSi
Method: DFT, ωB97M-V/def2-TZVPD

The geometry in ORCA input format:
```
! wB97M-V def2-TZVPD RIJCOSX def2/J DEFGRID3
* xyz 0 1
Cl 1.540 -0.099 -1.240
Si 0.186 -1.505 -0.655
N 1.221 -2.924 -0.343
C 0.803 -4.216 0.130
C 0.166 3.079 0.007
C -0.995 2.343 -0.471
C -2.111 2.404 0.217
H -0.381 -4.293 0.005
H 1.223 2.583 -0.092
H -2.156 3.077 1.120
H -0.739 1.779 -1.296
H 1.370 -5.029 -0.560
H 1.236 -4.414 1.207
H -3.036 1.883 0.086
H 0.484 3.993 -0.523
H 2.108 -2.810 -0.795
H 0.136 3.475 1.077
*
```

Calculated values
HOMO energy: -8.967 eV
frontier orbital gap: 0.3377 Eh
LUMO level: 0.224 eV

Computed natural (NBO) charges, given in elementary charges:
1 Cl -0.472
2 Si 0.983
3 N -1.088
4 C -0.423
5 C -0.658
6 C -0.202
7 C -0.382
8 H 0.212
9 H 0.220
10 H 0.183
11 H 0.205
12 H 0.195
13 H 0.199
14 H 0.199
15 H 0.221
16 H 0.397
17 H 0.211

---

--- Q ---
Molecular formula: C4H10ClNSi
Method: DFT, ωB97M-V/def2-TZVPD

The geometry in ORCA input format:
```
! wB97M-V def2-TZVPD RIJCOSX def2/J DEFGRID3
* xyz 0 1
Cl 3.553 1.124 -0.016
Si 1.753 1.463 0.565
N 0.913 2.116 -0.720
C -0.507 2.203 -0.701
C 0.150 -0.879 0.980
C 0.104 -1.859 0.112
C -0.754 -3.171 0.125
H -0.884 1.170 -1.009
H 1.297 2.231 -1.674
H -0.779 2.426 0.397
H -1.444 -3.241 -0.702
H 0.591 -1.807 -0.909
H 1.438 2.275 1.712
H -0.058 -0.781 1.982
H -1.094 3.026 -1.405
H 0.037 -3.981 0.488
H -1.427 -2.939 0.972
*
```

Calculated values
HOMO energy: -7.426 eV
frontier orbital gap: 0.2929 Eh
LUMO level: 0.545 eV

Computed natural (NBO) charges, given in elementary charges:
1 Cl -0.336
2 Si 1.379
3 N -1.114
4 C -0.414
5 C -0.404
6 C -0.269
7 C -0.669
8 H 0.201
9 H 0.410
10 H 0.197
11 H 0.226
12 H 0.182
13 H -0.196
14 H 0.168
15 H 0.202
16 H 0.230
17 H 0.207

---

Which structure loses on stability? Q does.

---

--- P ---
Molecular formula: C3H8O2S
Method: DFT, ωB97M-V/def2-TZVPD

The geometry in ORCA input format:
```
! wB97M-V def2-TZVPD RIJCOSX def2/J DEFGRID3
* xyz 0 1
S -2.408 -0.369 -0.217
O -1.886 -0.324 1.085
O -4.035 -0.162 -0.082
C 1.706 -1.035 0.567
C 1.201 0.241 -0.098
C 1.870 0.843 -1.049
H -4.353 0.469 0.548
H -2.258 1.081 -0.650
H 0.473 0.845 0.409
H 0.980 -1.654 1.085
H 2.756 0.425 -1.466
H 2.318 -0.607 1.337
H 1.546 1.908 -1.327
H 2.089 -1.663 -0.144
*
```

Calculated values
HOMO energy: -9.692 eV
frontier orbital gap: 0.3702 Eh
LUMO level: 0.381 eV

Computed natural (NBO) charges, given in elementary charges:
1 S 1.431
2 O -0.954
3 O -0.920
4 C -0.654
5 C -0.178
6 C -0.411
7 H 0.495
8 H -0.049
9 H 0.198
10 H 0.220
11 H 0.190
12 H 0.225
13 H 0.197
14 H 0.212

---

--- Q ---
Molecular formula: C3H8O2S
Method: DFT, ωB97M-V/def2-TZVPD

The geometry in ORCA input format:
```
! wB97M-V def2-TZVPD RIJCOSX def2/J DEFGRID3
* xyz 0 1
S 1.981 -0.003 -0.151
O -0.517 1.881 0.079
O -1.680 -1.530 0.018
C -0.710 -0.460 -0.236
C 0.593 -0.830 0.464
C -1.520 0.823 -0.003
H -0.568 -0.509 -1.320
H -2.277 0.759 1.007
H 1.117 -1.920 0.083
H 1.802 1.301 0.416
H -2.232 0.843 -0.976
H -1.344 2.584 -0.052
H 0.400 -0.731 1.559
H -1.187 -2.286 -0.426
*
```

Calculated values
structure (SMILES): OC[C@H](O)CS
HOMO energy: -8.903 eV
frontier orbital gap: 0.3489 Eh
LUMO level: 0.592 eV

Computed natural (NBO) charges, given in elementary charges:
1 S -0.014
2 O -0.711
3 O -0.721
4 C 0.035
5 C -0.583
6 C -0.099
7 H 0.167
8 H 0.181
9 H 0.236
10 H 0.142
11 H 0.189
12 H 0.479
13 H 0.237
14 H 0.463

---

Which structure loses on stability? Q does.

---

--- P ---
Molecular formula: CH14O5
Method: DFT, ωB97M-V/def2-TZVPD

The geometry in ORCA input format:
```
! wB97M-V def2-TZVPD RIJCOSX def2/J DEFGRID3
* xyz 0 1
O -0.061 -0.940 1.749
O 0.219 0.884 6.341
O -1.115 1.516 0.286
O 2.412 -0.058 0.807
O 1.570 -1.536 -1.901
C -1.658 0.002 -4.147
H -2.714 -0.234 -4.248
H -1.072 1.826 1.208
H 2.826 -0.636 0.131
H -0.669 -0.446 1.165
H 1.691 -0.675 0.964
H -0.591 -0.859 2.550
H 0.340 0.271 5.623
H 1.009 0.734 6.889
H -1.280 -0.189 -3.152
H -1.542 1.089 -4.257
H -1.288 2.268 -0.287
H 1.808 -1.890 -2.785
H 1.110 -0.728 -2.024
H -0.996 -0.399 -4.913
*
```

Calculated values
structure (SMILES): C.O.O.O.O.O
HOMO energy: -10.475 eV
frontier orbital gap: 0.3955 Eh
LUMO level: 0.287 eV

Computed natural (NBO) charges, given in elementary charges:
1 O -0.949
2 O -0.934
3 O -0.963
4 O -0.954
5 O -0.950
6 C -0.854
7 H 0.220
8 H 0.481
9 H 0.464
10 H 0.487
11 H 0.482
12 H 0.467
13 H 0.465
14 H 0.469
15 H 0.210
16 H 0.209
17 H 0.484
18 H 0.475
19 H 0.475
20 H 0.214

---

--- Q ---
Molecular formula: CH14O5
Method: DFT, ωB97M-V/def2-TZVPD

The geometry in ORCA input format:
```
! wB97M-V def2-TZVPD RIJCOSX def2/J DEFGRID3
* xyz 0 1
O -0.021 -2.345 2.826
O 1.096 3.159 -1.168
O 0.081 0.430 2.926
O -0.580 0.787 0.310
O -0.057 -1.931 0.248
C -0.027 0.160 -3.245
H 0.105 -0.919 -3.367
H 0.088 0.630 -4.213
H -0.249 -0.039 -0.093
H 0.332 2.835 -1.661
H -0.978 0.393 -2.776
H 0.816 2.924 -0.265
H 0.293 -2.143 1.127
H -1.258 1.067 -0.318
H -0.020 0.356 1.983
H -0.520 -1.517 2.967
H 0.732 0.409 -2.509
H 0.143 -2.665 3.706
H 0.909 0.806 3.182
H -0.888 -2.395 0.338
*
```

Calculated values
structure (SMILES): C.O.O.O.O.O
HOMO energy: -11.228 eV
frontier orbital gap: 0.4322 Eh
LUMO level: 0.533 eV

Computed natural (NBO) charges, given in elementary charges:
1 O -0.979
2 O -0.934
3 O -0.985
4 O -0.988
5 O -0.978
6 C -0.861
7 H 0.222
8 H 0.220
9 H 0.510
10 H 0.460
11 H 0.194
12 H 0.475
13 H 0.503
14 H 0.478
15 H 0.500
16 H 0.506
17 H 0.223
18 H 0.485
19 H 0.479
20 H 0.471

---

Which structure loses on stability? P does.

---

--- P ---
Molecular formula: C4H5NO3
Method: DFT, ωB97M-V/def2-TZVPD

The geometry in ORCA input format:
```
! wB97M-V def2-TZVPD RIJCOSX def2/J DEFGRID3
* xyz 0 1
O -0.581 1.064 -0.291
O 1.845 0.638 -0.290
O 2.324 -1.428 -0.314
N -2.133 -0.737 -0.229
C -0.898 -0.216 0.013
C 0.852 1.578 0.122
C 1.538 -0.596 -0.075
C 0.284 -0.918 0.393
H 0.875 2.543 -0.623
H -2.768 -0.001 -0.292
H 0.836 1.841 1.317
H -0.033 -1.935 1.012
H -2.140 -1.833 -0.744
*
```

Calculated values
structure (SMILES): NC1=CC(=O)OCO1
HOMO energy: -8.313 eV
frontier orbital gap: 0.3182 Eh
LUMO level: 0.344 eV

Computed natural (NBO) charges, given in elementary charges:
1 O -0.543
2 O -0.482
3 O -0.577
4 N -0.835
5 C 0.567
6 C 0.198
7 C 0.703
8 C -0.557
9 H 0.224
10 H 0.405
11 H 0.208
12 H 0.226
13 H 0.464

---

--- Q ---
Molecular formula: C4H5NO3
Method: DFT, ωB97M-V/def2-TZVPD

The geometry in ORCA input format:
```
! wB97M-V def2-TZVPD RIJCOSX def2/J DEFGRID3
* xyz 0 1
O 0.558 1.566 -1.909
O -0.698 -1.346 -1.344
O -0.967 -0.878 0.762
N -0.445 0.093 1.728
C 0.303 0.841 -0.655
C -0.503 -0.481 -0.455
C 1.740 0.841 -1.299
C -0.314 -0.581 3.008
H -0.004 0.276 3.545
H 0.324 1.347 0.246
H 1.980 -0.156 -1.692
H 2.635 1.318 -1.103
H -0.317 -1.884 3.249
*
```

Calculated values
structure (SMILES): C=NOC(=O)[C@H]1CO1
HOMO energy: -10.336 eV
frontier orbital gap: 0.3646 Eh
LUMO level: -0.414 eV

Computed natural (NBO) charges, given in elementary charges:
1 O -0.446
2 O -0.553
3 O -0.367
4 N -0.160
5 C -0.051
6 C 0.732
7 C -0.087
8 C -0.129
9 H 0.208
10 H 0.217
11 H 0.187
12 H 0.195
13 H 0.255

---

--- R ---
Molecular formula: C4H5NO3
Method: DFT, ωB97M-V/def2-TZVPD

The geometry in ORCA input format:
```
! wB97M-V def2-TZVPD RIJCOSX def2/J DEFGRID3
* xyz 0 1
O -0.003 2.426 -0.698
O -1.623 0.905 -0.140
O -0.038 -2.177 0.706
N 1.797 0.283 -0.356
C 0.418 0.088 -0.154
C -0.365 1.153 -0.443
C -0.454 -0.948 0.326
C -1.697 -0.428 0.164
H -0.695 -2.888 0.843
H 0.924 2.501 -0.856
H 2.268 -0.606 -0.598
H -2.667 -0.779 0.594
H 2.136 0.470 0.613
*
```

Calculated values
structure (SMILES): Nc1c(O)coc1O
HOMO energy: -7.845 eV
frontier orbital gap: 0.3093 Eh
LUMO level: 0.572 eV

Computed natural (NBO) charges, given in elementary charges:
1 O -0.664
2 O -0.401
3 O -0.684
4 N -0.824
5 C -0.115
6 C 0.574
7 C 0.229
8 C -0.054
9 H 0.500
10 H 0.506
11 H 0.373
12 H 0.199
13 H 0.361

---

--- S ---
Molecular formula: C4H5NO3
Method: DFT, ωB97M-V/def2-TZVPD

The geometry in ORCA input format:
```
! wB97M-V def2-TZVPD RIJCOSX def2/J DEFGRID3
* xyz 0 1
O 0.570 0.523 0.964
O -0.047 1.827 -0.835
O 0.300 -0.455 -1.156
N -3.074 -1.131 -1.576
C -0.021 0.522 -0.375
C -2.275 -0.640 -0.901
C -1.331 -0.126 0.000
C 1.666 -0.369 1.127
H 2.428 -0.182 0.369
H -0.001 1.782 -1.803
H 1.347 -1.405 1.016
H 2.062 -0.200 2.128
H -1.623 -0.145 1.044
*
```

Calculated values
HOMO energy (alpha / beta): -10.668 / -10.456 eV
frontier orbital gap (alpha / beta): 0.3064 / 0.2926 Eh
LUMO level (alpha / beta): -2.330 / -2.493 eV

Computed natural (NBO) charges, given in elementary charges:
1 O -0.538
2 O -0.687
3 O -0.459
4 N -0.207
5 C 0.671
6 C 0.181
7 C -0.010
8 C -0.255
9 H 0.182
10 H 0.491
11 H 0.177
12 H 0.199
13 H 0.255

---

Which structure loses on stability? Q does.

---

--- P ---
Molecular formula: C3H10NOS
Method: DFT, ωB97M-V/def2-TZVPD

The geometry in ORCA input format:
```
! wB97M-V def2-TZVPD RIJCOSX def2/J DEFGRID3
* xyz 1 1
S -2.840 -0.008 0.356
O 2.276 -0.252 0.130
N 0.161 0.889 1.090
C -1.320 -0.052 -0.706
C 1.188 -0.346 -0.769
C -0.067 -0.228 0.100
H -1.353 0.914 -1.189
H 1.235 0.425 -1.541
H -0.066 -1.114 0.721
H 1.179 1.042 1.091
H -0.309 1.759 0.844
H 3.119 -0.185 -0.346
H -2.737 -1.256 0.797
H 1.127 -1.327 -1.241
H -0.113 0.620 2.041
H -1.480 -0.883 -1.378
*
```

Calculated values
structure (SMILES): [NH3+][C@H](CO)CS
HOMO energy: -13.416 eV
frontier orbital gap: 0.3698 Eh
LUMO level: -3.353 eV

Computed natural (NBO) charges, given in elementary charges:
1 S -0.012
2 O -0.742
3 N -0.686
4 C -0.530
5 C -0.084
6 C -0.077
7 H 0.236
8 H 0.189
9 H 0.230
10 H 0.465
11 H 0.441
12 H 0.512
13 H 0.131
14 H 0.209
15 H 0.454
16 H 0.264

---

--- Q ---
Molecular formula: C3H10NOS
Method: DFT, ωB97M-V/def2-TZVPD

The geometry in ORCA input format:
```
! wB97M-V def2-TZVPD RIJCOSX def2/J DEFGRID3
* xyz 1 1
S 1.215 0.867 -2.390
O -1.171 -1.124 1.755
N -1.246 -0.302 -0.777
C 0.147 -0.345 -0.047
C 0.923 0.828 -0.608
C -0.123 -0.226 1.447
H 2.570 0.719 -2.338
H -0.369 0.794 1.777
H -1.658 -1.230 -0.643
H 0.567 1.767 -0.165
H 0.704 -1.250 -0.293
H -1.307 -1.076 2.728
H 0.806 -0.483 1.939
H 1.858 0.750 -0.026
H -1.115 -0.216 -1.794
H -1.801 0.528 -0.564
*
```

Calculated values
structure (SMILES): [NH3+][C@H](CO)CS
HOMO energy: -13.594 eV
frontier orbital gap: 0.3733 Eh
LUMO level: -3.437 eV

Computed natural (NBO) charges, given in elementary charges:
1 S -0.018
2 O -0.727
3 N -0.700
4 C -0.050
5 C -0.594
6 C -0.092
7 H 0.182
8 H 0.185
9 H 0.465
10 H 0.237
11 H 0.248
12 H 0.504
13 H 0.204
14 H 0.267
15 H 0.442
16 H 0.448

---

--- R ---
Molecular formula: C3H10NOS
Method: DFT, ωB97M-V/def2-TZVPD

The geometry in ORCA input format:
```
! wB97M-V def2-TZVPD RIJCOSX def2/J DEFGRID3
* xyz 1 1
S -1.496 -1.862 -0.024
O -1.888 0.980 -1.059
N 1.239 -0.291 0.494
C 1.896 -0.428 -0.738
C -1.502 0.956 0.207
C -1.217 -0.393 0.773
H -1.114 -0.441 1.819
H 1.293 -1.014 -1.429
H -1.702 -1.269 -1.191
H -2.728 1.379 -1.305
H 1.518 -1.001 1.195
H 2.862 -0.947 -0.578
H 1.168 0.688 0.980
H -2.303 1.334 0.862
H -0.626 1.523 0.354
H 2.243 0.548 -1.159
*
```

Calculated values
HOMO energy: -13.686 eV
frontier orbital gap: 0.3064 Eh
LUMO level: -5.348 eV

Computed natural (NBO) charges, given in elementary charges:
1 S 0.335
2 O -0.712
3 N -0.779
4 C -0.438
5 C -0.136
6 C -0.067
7 H 0.233
8 H 0.198
9 H 0.171
10 H 0.522
11 H 0.395
12 H 0.219
13 H 0.391
14 H 0.228
15 H 0.212
16 H 0.229

---

Which structure loses on stability? R does.